(1)
Below is a cluster of 7 separate species, C27H55NO7 in total, with properties calculated with the ωB97M-V functional and the def2-TZVPD basis.

Positions of all 90 atoms, in Å:
C -1.94 4.72 -1.11
C -3.02 5.20 -2.00
O -3.00 5.13 -3.26
N -4.21 5.51 -1.42
C -5.47 5.87 -2.07
H -1.34 5.61 -0.92
H -1.46 3.84 -1.52
H -2.49 4.52 -0.19
H -4.30 5.56 -0.42
H -5.49 6.95 -2.21
H -6.20 5.65 -1.29
H -5.85 5.30 -2.91
C 0.27 -0.76 -1.37
C -0.74 -0.90 -0.30
C -0.95 0.47 0.22
O -0.49 1.34 -0.83
C 0.60 0.67 -1.46
H 0.04 -1.16 -2.35
H 1.09 -1.37 -0.99
H -0.48 -1.64 0.46
H -1.68 -1.03 -0.83
H -0.24 0.66 1.03
H -1.92 0.74 0.63
H 1.50 0.97 -0.92
H 0.76 0.93 -2.51
C 5.11 2.97 0.14
C 6.62 2.88 0.09
C 6.84 2.91 -1.39
O 5.68 2.18 -1.88
C 4.71 1.95 -0.84
H 4.65 3.90 -0.21
H 4.75 2.69 1.13
H 7.09 1.91 0.28
H 7.12 3.73 0.56
H 7.78 2.59 -1.84
H 6.69 3.98 -1.57
H 4.70 0.92 -0.48
H 3.72 2.13 -1.27
C -2.05 1.11 3.99
C -1.17 -0.06 4.49
C -1.96 -1.23 3.92
O -3.34 -0.84 3.96
C -3.44 0.62 3.64
H -1.52 1.48 3.11
H -2.02 1.83 4.81
H -1.25 -0.18 5.57
H -0.12 0.04 4.19
H -1.83 -2.17 4.46
H -1.55 -1.48 2.94
H -4.11 1.20 4.28
H -3.81 0.68 2.61
C -3.18 -3.94 -0.41
C -2.80 -3.45 1.00
C -4.10 -3.60 1.79
O -4.82 -4.57 0.93
C -4.12 -5.13 -0.13
H -2.35 -4.16 -1.09
H -3.67 -3.14 -0.95
H -2.42 -2.43 1.00
H -2.12 -4.15 1.49
H -4.43 -2.59 2.00
H -3.84 -4.09 2.73
H -4.57 -5.40 -1.08
H -3.52 -6.01 0.10
C 2.55 -0.09 2.13
C 3.48 -0.74 3.15
C 3.15 -0.20 4.46
O 2.91 1.13 4.17
C 2.24 1.20 2.83
H 1.60 -0.62 2.09
H 2.84 -0.11 1.08
H 4.48 -0.43 2.85
H 3.36 -1.82 3.05
H 4.02 -0.20 5.12
H 2.25 -0.62 4.92
H 2.94 1.89 2.37
H 1.22 1.54 2.70
C 1.76 -3.55 -4.64
C 0.89 -2.83 -5.64
C -0.31 -3.78 -5.82
O -0.62 -4.20 -4.47
C 0.55 -4.09 -3.68
H 2.56 -2.99 -4.17
H 2.12 -4.37 -5.27
H 1.42 -2.77 -6.58
H 0.57 -1.85 -5.28
H -0.20 -4.51 -6.63
H -1.19 -3.29 -6.25
H 0.77 -5.06 -3.23
H 0.32 -3.50 -2.79

Its spin multiplicity is 2. Its total charge is +1. As for the electronic energy: -1642.5849 Eh. The HOMO energy (spin up / spin down) comes out at -10.8 / -10.8 eV.

***

(2)
Below is an isolated molecule of C3H3Cl2F, with properties calculated with the ωB97M-V functional and the def2-TZVPD basis.

Positions of all 9 atoms, in Å:
C 0.10 1.09 0.43
C 0.65 0.04 -0.31
C -0.49 -0.36 0.66
H 0.55 1.51 1.44
H 0.39 -0.13 -1.42
H -0.65 -0.99 1.56
F -0.66 1.93 -0.27
Cl 2.42 -0.52 -0.08
Cl -2.18 -0.80 -0.14

As for the SMILES: FC1[C@@H](Cl)[C@@H]1Cl. Its energy above the lowest of the compared OMol25 structures with the same formula, charge and spin is 39.27 kcal/mol. As for the electronic energy: -1136.2748 Eh. The HOMO energy comes out at -10.3 eV.

***

(3)
Below is a structure of composition C2H6Br2Si, with properties calculated with the ωB97M-V functional and the def2-TZVPD basis.

Positions of all 11 atoms, in Å:
C -0.24 -0.44 1.58
C -1.04 1.24 -1.11
Si -0.90 -0.39 -0.18
Br -1.95 2.40 0.19
Br -2.66 -1.71 -0.27
H -0.59 -1.41 2.10
H 0.90 -0.49 1.67
H -0.36 0.50 2.11
H -1.75 1.03 -2.04
H -0.04 1.82 -1.27
H 1.53 -0.51 -2.76

Its energy above the lowest of the compared OMol25 structures with the same formula, charge and spin is 103.05 kcal/mol. As for the electronic energy: -5517.2020 Eh. The HOMO energy (spin up / spin down) comes out at -10.2 / -7.2 eV.